This record from the Open Molecules 2025 dataset describes C27H26MoN4O6P as an isolated structure. The level of theory is ωB97M-V/def2-TZVPD.

Geometry (Å):
Mo  -0.231293  1.592783  0.139779
N  0.781952  3.419291  1.031862
C  1.748246  3.094311  2.092792
C  1.259252  1.822563  2.716441
O  1.690293  1.221716  3.634576
N  0.050044  1.320206  2.011697
C  -0.969912  0.765134  2.902782
C  -2.134283  0.375834  2.039098
O  -3.150266  -0.120024  2.313616
O  -1.777542  0.739819  0.689235
H  -0.032853  3.895812  1.426353
H  1.183200  4.031519  0.325830
H  2.742510  2.945469  1.672885
H  1.815590  3.869253  2.856834
H  -0.614269  -0.085248  3.482920
H  -1.273796  1.553921  3.598029
O  1.480991  2.780839  -1.325375
N  1.689681  1.537320  -0.694931
C  2.804243  0.927170  -0.906647
C  3.079632  -0.408582  -0.490752
C  4.417268  -0.804248  -0.577608
C  4.780587  -2.105497  -0.265075
C  3.792655  -3.007590  0.078424
C  2.443424  -2.626503  0.129477
C  2.070415  -1.319543  -0.119253
P  0.276211  -0.996530  -0.270716
C  -0.529558  -1.915444  1.016088
C  -1.817305  -2.421940  0.794202
C  -2.445409  -3.161428  1.780993
C  -1.809222  -3.380153  2.996497
C  -0.545226  -2.848345  3.239491
C  0.096000  -2.113080  2.257592
C  -0.162084  -1.589691  -1.890383
C  0.133422  -0.826716  -3.023655
C  -0.041316  -1.367631  -4.285047
C  -0.503517  -2.670630  -4.419723
C  -0.773103  -3.442558  -3.297692
C  -0.600804  -2.913556  -2.029429
H  1.588083  2.645996  -2.287569
H  3.563835  1.488079  -1.449689
H  5.168476  -0.088288  -0.889800
H  5.816042  -2.412455  -0.317223
H  4.054428  -4.034558  0.300104
H  1.700267  -3.377621  0.359281
H  -2.332665  -2.239334  -0.140325
H  -3.435142  -3.560513  1.604692
H  -2.303239  -3.960950  3.764705
H  -0.060441  -3.016791  4.192058
H  1.079414  -1.707345  2.461052
H  0.495561  0.185894  -2.935104
H  0.179664  -0.776307  -5.163193
H  -0.646123  -3.091195  -5.406615
H  -1.115035  -4.462875  -3.407618
H  -0.791582  -3.537171  -1.167793
O  -2.543332  3.890302  1.484097
C  -2.584531  3.677497  0.317135
C  -3.694178  3.835582  -0.710528
C  -3.216776  3.075406  -1.970541
C  -1.864706  2.588943  -1.572668
O  -1.084650  1.712250  -2.017141
N  -1.457024  3.106614  -0.389610
H  -3.856179  4.898050  -0.893656
H  -4.616105  3.439084  -0.286746
H  -3.122389  3.720235  -2.848075
H  -3.845516  2.233465  -2.260428

Forces on the atoms, in the same order (eV/Å):
-0.462 0.576 0.258
-0.022 -0.134 0.149
-0.060 0.091 -0.167
-0.413 -0.388 0.055
0.111 0.061 0.068
0.046 0.005 0.193
0.456 0.265 -0.129
0.345 -0.011 -0.495
-0.295 0.061 0.033
-0.068 -0.241 0.239
0.061 0.108 0.016
-0.025 -0.010 -0.019
0.026 0.007 0.004
-0.001 0.020 0.020
-0.038 -0.025 -0.020
-0.058 -0.051 0.098
0.403 -0.118 -0.232
0.031 -0.097 -0.183
0.061 0.191 0.046
0.029 0.209 -0.068
0.082 -0.125 0.045
0.016 0.084 -0.036
-0.106 -0.109 0.045
0.095 -0.034 0.054
-0.079 -0.021 0.002
0.248 0.160 -0.002
-0.130 -0.091 0.044
-0.042 -0.023 0.029
0.001 0.013 -0.026
0.009 -0.003 0.044
-0.025 -0.029 -0.032
0.017 -0.107 -0.031
-0.048 -0.052 -0.036
0.012 -0.081 -0.087
0.015 0.051 0.075
-0.023 -0.066 -0.062
0.000 0.002 0.033
0.004 -0.021 -0.115
-0.250 0.042 0.095
0.035 -0.049 -0.021
0.001 -0.020 0.001
-0.003 -0.003 0.007
-0.011 0.004 0.001
-0.015 -0.023 0.032
0.009 0.019 0.026
0.008 0.002 0.003
0.007 0.002 -0.006
0.011 0.005 -0.004
0.068 0.002 -0.044
-0.017 0.076 0.029
-0.002 -0.004 0.003
0.005 0.005 0.008
0.003 0.006 -0.006
0.019 0.000 -0.031
0.124 0.059 0.359
0.022 -0.043 -0.613
0.100 -0.029 0.003
0.108 0.020 -0.054
-0.037 0.085 0.342
-0.017 -0.281 0.230
-0.272 0.069 -0.158
-0.002 0.018 0.021
-0.013 -0.015 -0.022
-0.031 -0.012 -0.018
-0.024 -0.004 0.010

Electronic energy: -2123.50334 hartree
Gap between HOMO and LUMO: 0.203 hartree
Net charge: +3

These are the Mulliken partial charges, in e, on atoms 1 to 8:
1. Mo -1.473
2. N -0.333
3. C -0.656
4. C 0.200
5. O -0.429
6. N 0.972
7. C -0.730
8. C 0.393

---

This record from the Open Molecules 2025 dataset describes C4H9N3O as an isolated structure. The level of theory is ωB97M-V/def2-TZVPD.

Geometry (Å):
C  -1.572573  -0.613619  1.002270
C  -0.858844  0.192573  -1.167325
C  -1.536062  0.305494  -2.291848
C  1.159236  0.911895  -0.143986
H  -0.964948  -0.008417  1.561539
H  -2.618839  -0.237256  1.134398
H  -1.548027  -1.717887  1.467821
H  -2.846627  -0.101270  -2.257377
H  -1.238024  1.033842  -3.001337
H  1.825109  1.672631  0.009187
H  1.171427  -1.266456  0.100244
H  3.606167  -0.347329  1.205459
H  2.431186  0.719761  1.935869
N  0.083396  1.095600  -0.959637
N  1.629609  -0.325103  0.377294
N  2.609438  -0.410884  1.489341
O  -1.331622  -0.903575  -0.461913

Forces on the atoms, in the same order (eV/Å):
-3.049 -5.006 -1.425
-2.868 -2.171 -1.903
-5.585 -0.701 -0.665
-3.537 -4.548 -2.342
2.224 1.604 0.575
0.772 -0.291 -0.384
-0.050 2.579 -0.839
4.703 0.885 -0.578
-0.139 0.525 -0.634
1.388 2.176 0.486
0.941 2.481 0.898
-0.930 -0.103 -0.737
0.967 -4.526 -1.120
6.052 1.078 4.515
-0.403 -0.515 -0.828
-1.896 5.183 0.961
1.409 1.352 4.020

Electronic energy: -397.10594 hartree
Gap between HOMO and LUMO: 0.295 hartree

These are the Mulliken partial charges, in e, on atoms 1 to 8:
1. C -0.674
2. C 0.479
3. C -0.651
4. C -0.272
5. H 0.349
6. H 0.288
7. H 0.201
8. H 0.132

---

Energy relative to the best compared isomer or geometry (same formula, charge and spin) (kJ/mol)
0.00; 642.47